Molecular formula: C7H8F4N2
Method: DFT, ωB97M-V/def2-TZVPD

* HOMO energy: -0.34750 Eh
* energy: -21237.185 eV
* ΔE to the lowest compared entry with this formula, charge and spin: 0.000 eV
* Kohn-Sham gap: 9.839 eV
* SMILES: CN(C)[C@@]1(F)N=C(F)[C@H](F)C=C1F

Last column: Mulliken charge in e.
Atoms and positions in Å:
C: 1.786 -0.047 -1.700  -1.148
N: 0.832 -0.596 -0.761  0.067
C: 0.376 -1.944 -0.996  -0.823
C: 0.594 0.106 0.379  1.517
F: 2.084 0.352 1.063  -0.515
N: 0.332 1.478 0.114  -0.479
C: -0.772 1.997 0.383  0.294
F: -0.963 3.275 0.104  -0.277
C: -1.975 1.266 0.944  0.345
F: -2.735 2.063 1.761  -0.312
C: -1.493 0.055 1.682  -0.786
C: -0.305 -0.475 1.417  -0.216
F: 0.127 -1.555 2.076  -0.316
H: 2.213 0.853 -1.271  0.364
H: 2.590 -0.767 -1.866  0.392
H: 1.309 0.189 -2.651  0.336
H: 1.187 -2.535 -1.428  0.269
H: 0.050 -2.428 -0.081  0.328
H: -0.459 -1.934 -1.708  0.279
H: -2.632 0.989 0.100  0.194
H: -2.148 -0.342 2.442  0.486



Molecular formula: HN2O4S
Method: DFT, ωB97M-V/def2-TZVPD

* HOMO energy: -0.18737 Eh
* net charge: -1
* energy: -22019.842 eV
* ΔE to the lowest compared entry with this formula, charge and spin: 1.483 eV
* Kohn-Sham gap: 9.087 eV

Last column: Mulliken charge in e.
Atoms and positions in Å:
N: 0.052 0.329 0.539  -0.470
N: -1.197 0.458 0.248  1.103
O: -1.889 1.206 0.985  -0.722
O: 0.870 -1.905 -0.897  -0.482
O: -1.655 -0.374 -0.548  -0.653
O: 2.435 -0.136 -0.601  -0.602
S: 1.066 -0.509 -1.040  0.633
H: 0.318 0.931 1.314  0.194



Molecular formula: C4H6O2
Method: DFT, ωB97M-V/def2-TZVPD

* HOMO energy: -0.36038 Eh
* energy: -8338.488 eV
* ΔE to the lowest compared entry with this formula, charge and spin: 1.973 eV
* Kohn-Sham gap: 10.573 eV
* SMILES: CC(C=O)C=O

Last column: Mulliken charge in e.
Atoms and positions in Å:
C: -0.197 0.818 -0.909  -1.225
C: -0.254 -0.476 -0.014  0.395
C: 1.062 -1.205 0.197  -0.160
O: 1.184 -2.402 0.082  -0.467
C: -0.650 0.375 1.128  -0.088
O: 0.145 0.937 1.845  -0.513
H: -1.183 1.217 -1.196  0.348
H: 0.480 1.625 -0.594  0.335
H: 0.234 0.257 -1.701  0.372
H: -0.984 -1.157 -0.484  0.311
H: 1.898 -0.570 0.538  0.333
H: -1.735 0.580 1.108  0.360



Molecular formula: C41H38Br9N7O6
Method: DFT, ωB97M-V/def2-TZVPD

* HOMO energy: -0.34673 Eh
* energy: -696217.141 eV
* ΔE to the lowest compared entry with this formula, charge and spin: 0.746 eV
* Kohn-Sham gap: 8.618 eV

Last column: Mulliken charge in e.
Atoms and positions in Å:
C: -10.392 -0.722 -0.860  -0.324
Br: -11.160 -1.387 0.786  0.013
Br: -9.960 1.201 -0.791  -0.013
Br: -11.702 -1.038 -2.401  -0.032
H: -9.426 -1.209 -0.998  0.357
C: -4.412 -9.675 -8.514  -0.301
Br: -4.932 -9.814 -10.414  -0.018
Br: -3.698 -7.949 -8.076  0.008
Br: -3.216 -11.168 -8.001  -0.013
H: -5.333 -9.698 -7.932  0.325
C: 4.906 -4.232 -11.959  -0.341
Br: 3.582 -4.872 -13.389  -0.027
Br: 3.861 -4.091 -10.249  -0.017
Br: 5.584 -2.423 -12.333  0.002
H: 5.713 -4.957 -11.854  0.383
C: -0.422 11.035 7.487  -0.364
C: 0.821 10.529 7.142  -0.455
C: 0.951 9.239 6.742  -0.247
C: -0.154 8.481 6.410  0.162
C: -1.487 9.084 6.481  -0.373
C: -1.593 10.326 7.105  -0.350
N: 0.059 7.154 5.706  0.911
O: -0.954 6.492 5.500  -0.562
O: 1.196 6.751 5.418  -0.568
H: -0.532 12.047 7.846  0.352
H: 1.668 11.150 7.393  0.338
H: 1.946 8.859 6.562  0.405
H: -2.399 8.551 6.258  0.393
H: -2.522 10.808 7.371  0.358
C: -5.667 -13.555 0.174  -0.258
C: -6.376 -12.999 1.252  -0.539
C: -6.789 -11.673 1.112  -0.226
C: -6.447 -10.907 -0.031  0.235
C: -5.576 -11.466 -0.955  -0.183
C: -5.154 -12.773 -0.816  -0.575
N: -6.840 -9.506 -0.134  0.863
O: -6.038 -8.756 -0.715  -0.548
O: -7.881 -9.106 0.259  -0.544
H: -5.332 -14.580 0.247  0.348
H: -6.663 -13.699 2.022  0.356
H: -7.501 -11.290 1.828  0.362
H: -5.362 -10.819 -1.792  0.388
H: -4.744 -13.265 -1.686  0.320
C: -6.976 -4.666 9.917  -0.236
C: -5.602 -5.041 9.806  -0.547
C: -5.035 -4.977 8.531  -0.187
C: -5.727 -4.442 7.404  -0.086
C: -7.026 -4.015 7.631  -0.017
C: -7.665 -4.189 8.805  -0.590
N: -5.066 -4.339 6.102  0.905
O: -3.867 -4.687 6.000  -0.555
O: -5.730 -3.855 5.160  -0.558
H: -7.329 -4.680 10.938  0.344
H: -5.027 -5.409 10.642  0.387
H: -3.983 -5.181 8.393  0.394
H: -7.466 -3.419 6.845  0.399
H: -8.663 -3.795 8.927  0.347
N: 7.536 7.974 2.208  -0.566
C: 8.515 7.196 1.745  -0.120
C: 8.607 6.715 0.437  -0.382
C: 7.459 6.895 -0.398  -0.297
C: 6.529 7.850 0.011  -0.281
C: 6.589 8.297 1.301  -0.125
H: 9.382 7.006 2.361  0.346
H: 9.451 6.174 0.036  0.345
H: 7.342 6.498 -1.396  0.377
H: 5.752 8.199 -0.652  0.353
H: 5.856 9.006 1.656  0.352
N: 0.087 0.855 -4.088  -0.524
C: 0.207 1.700 -3.040  -0.162
C: -0.778 1.866 -2.056  -0.423
C: -1.751 0.856 -1.953  -0.179
C: -1.793 -0.154 -2.907  -0.289
C: -0.900 -0.107 -3.996  -0.217
H: 1.073 2.333 -3.166  0.388
H: -0.738 2.658 -1.324  0.345
H: -2.423 0.724 -1.118  0.355
H: -2.474 -0.978 -2.750  0.334
H: -0.810 -0.918 -4.703  0.371
N: 5.380 7.030 -7.881  -0.555
C: 6.374 7.793 -8.256  -0.130
C: 7.188 7.509 -9.388  -0.419
C: 6.851 6.355 -10.140  -0.207
C: 5.746 5.544 -9.762  -0.323
C: 5.097 5.891 -8.605  -0.169
H: 6.494 8.667 -7.633  0.383
H: 8.055 8.110 -9.616  0.350
H: 7.449 5.960 -10.948  0.354
H: 5.418 4.659 -10.287  0.358
H: 4.366 5.220 -8.178  0.359
N: 8.562 0.425 3.360  -0.573
C: 9.122 0.307 2.131  -0.085
C: 8.411 0.348 0.922  -0.437
C: 7.045 0.724 1.078  -0.240
C: 6.433 0.665 2.293  -0.226
C: 7.232 0.477 3.464  -0.187
H: 10.159 0.023 2.032  0.337
H: 8.945 0.334 -0.017  0.360
H: 6.372 0.884 0.248  0.358
H: 5.355 0.633 2.237  0.329
H: 6.768 0.411 4.437  0.364



Molecular formula: C34H44F3MnN6O2PS2Se
Method: DFT, ωB97M-V/def2-TZVPD

* HOMO energy (spin up / spin down): -0.26586 / -0.26906 Eh
* energy: -184790.372 eV
* ΔE to the lowest compared entry with this formula, charge and spin: 1.136 eV
* <S²>: 8.756
* Kohn-Sham gap (spin up / spin down): 6.472 / 6.472 eV
* 2S+1: 6

Last column: Mulliken spin population.
Atoms and positions in Å:
Mn: -0.344 0.409 -0.525  4.615
N: 1.508 0.876 3.338  0.006
C: 0.679 0.514 4.437  -0.001
C: 1.235 0.113 5.637  0.000
C: 0.404 -0.238 6.695  0.000
C: -0.972 -0.214 6.536  0.001
C: -1.523 0.164 5.314  0.000
C: -0.695 0.549 4.272  0.001
S: -1.338 1.169 2.749  0.016
N: -0.106 0.619 1.694  0.002
C: 1.102 0.702 2.057  -0.019
C: 2.186 0.596 0.992  0.022
C: 3.523 0.534 1.300  0.006
C: 4.460 0.586 0.269  0.005
C: 4.016 0.696 -1.025  -0.003
C: 2.646 0.681 -1.253  0.045
N: 1.760 0.611 -0.266  -0.017
H: 2.489 0.966 3.525  -0.001
H: 2.315 0.080 5.750  0.000
H: 0.839 -0.543 7.639  0.000
H: -1.620 -0.491 7.357  0.000
H: -2.598 0.183 5.172  0.000
H: 3.860 0.427 2.322  0.001
H: 5.518 0.536 0.490  0.000
H: 4.701 0.769 -1.859  -0.001
H: 2.237 0.701 -2.253  -0.006
C: -2.783 5.526 0.308  0.002
C: -2.336 4.880 -0.992  0.001
N: -0.964 5.239 -1.380  0.004
C: 0.133 4.659 -0.895  0.014
S: 0.075 3.462 0.298  0.008
N: 1.325 5.054 -1.431  0.003
C: 1.574 6.345 -2.066  0.000
C: 1.667 7.495 -1.070  0.001
H: -3.816 5.241 0.514  0.000
H: -2.724 6.617 0.247  0.000
H: -2.163 5.182 1.136  0.000
H: -2.979 5.193 -1.814  0.000
H: -2.396 3.797 -0.918  -0.001
H: -0.857 5.936 -2.095  0.000
H: 2.098 4.641 -0.936  0.000
H: 0.797 6.544 -2.804  0.000
H: 2.499 6.249 -2.632  0.000
H: 0.721 7.628 -0.540  0.000
H: 1.914 8.430 -1.578  0.000
H: 2.442 7.293 -0.328  0.000
F: 0.203 -0.310 -5.761  0.000
C: -0.170 0.662 -4.927  0.009
F: 0.567 1.753 -5.227  0.000
F: -1.452 0.955 -5.192  0.000
C: 0.025 0.286 -3.437  -0.002
O: 0.528 -0.814 -3.177  0.009
O: -0.347 1.184 -2.637  0.064
Se: -4.788 2.151 0.182  0.037
C: -3.233 1.372 -0.152  0.113
N: -2.211 0.852 -0.371  -0.050
C: -0.753 -4.743 1.437  0.000
C: -0.670 -3.227 1.231  -0.068
C: -1.832 -2.531 1.956  0.029
C: 0.661 -2.787 1.863  0.018
P: -0.614 -2.537 -0.538  0.143
C: 0.809 -3.489 -1.211  -0.049
C: 0.756 -4.811 -1.655  0.000
C: 1.890 -5.454 -2.136  0.000
C: 3.108 -4.789 -2.171  0.000
C: 3.183 -3.479 -1.718  0.004
C: 2.043 -2.842 -1.250  -0.039
C: -2.137 -3.089 -1.525  -0.011
C: -3.172 -1.961 -1.398  0.045
C: -2.824 -4.384 -1.078  -0.001
C: -1.765 -3.190 -3.013  0.008
H: -0.575 -4.951 2.498  0.001
H: 0.015 -5.273 0.871  -0.001
H: -1.723 -5.159 1.187  0.000
H: -1.728 -2.661 3.039  0.001
H: -2.798 -2.949 1.663  0.002
H: -1.865 -1.459 1.749  0.001
H: 0.611 -2.944 2.947  0.002
H: 0.868 -1.732 1.684  0.006
H: 1.498 -3.368 1.472  0.000
H: -0.177 -5.359 -1.629  0.000
H: 1.819 -6.478 -2.481  0.000
H: 3.990 -5.287 -2.554  0.000
H: 4.128 -2.950 -1.737  0.000
H: 2.106 -1.813 -0.919  0.023
H: -3.477 -1.781 -0.365  0.004
H: -4.063 -2.239 -1.970  0.000
H: -2.796 -1.025 -1.798  0.004
H: -3.240 -4.299 -0.075  0.000
H: -2.181 -5.263 -1.112  0.001
H: -3.661 -4.566 -1.760  -0.001
H: -1.531 -2.207 -3.427  -0.002
H: -2.629 -3.591 -3.551  0.000
H: -0.910 -3.832 -3.217  0.000



Molecular formula: C4H6N2O
Method: DFT, ωB97M-V/def2-TZVPD

* HOMO energy: -0.27756 Eh
* energy: -9269.920 eV
* ΔE to the lowest compared entry with this formula, charge and spin: 3.582 eV
* Kohn-Sham gap: 8.147 eV

Last column: Mulliken charge in e.
Atoms and positions in Å:
N: -1.904 0.376 -0.149  -0.349
C: -0.520 0.139 0.431  -0.055
C: 0.010 -1.164 0.003  0.209
O: -0.592 -2.192 -0.271  -0.668
N: 1.387 -0.973 -0.098  -0.064
C: 1.703 0.383 0.020  -0.497
C: 0.589 1.096 0.281  -0.576
H: -2.011 0.080 -1.122  0.260
H: -2.220 1.318 0.037  0.286
H: -1.737 -0.178 0.899  0.506
H: 2.002 -1.687 -0.458  0.225
H: 2.738 0.704 -0.022  0.390
H: 0.558 2.163 0.460  0.333



Molecular formula: C10H9IrN2O5
Method: DFT, ωB97M-V/def2-TZVPD

* HOMO energy (spin up / spin down): -0.63345 / -0.83129 Eh
* net charge: +3
* energy: -26531.391 eV
* ΔE to the lowest compared entry with this formula, charge and spin: 0.009 eV
* <S²>: 8.777
* Kohn-Sham gap (spin up / spin down): 5.621 / 6.462 eV
* 2S+1: 6

Last column: Mulliken spin population.
Atoms and positions in Å:
O: -0.235 3.341 -4.544  0.259
C: -0.054 3.104 -3.421  0.476
Ir: 0.016 0.569 -1.534  1.941
O: 0.507 2.891 0.538  0.044
C: 0.329 2.073 -0.258  0.166
C: -0.286 -1.513 -2.110  0.129
O: -0.620 -2.546 -2.510  0.027
C: 1.623 0.793 -2.551  0.168
O: 2.698 0.789 -2.985  0.132
C: -1.705 1.207 -2.040  0.145
O: -2.826 1.557 -2.147  0.141
H: 0.069 3.472 -2.279  0.178
C: -1.543 -0.573 3.598  0.025
C: -0.699 -0.755 2.413  0.321
C: 0.367 -1.577 2.107  0.269
C: 0.830 -1.262 0.818  0.117
N: -0.013 -0.324 0.349  0.405
N: -0.919 0.007 1.330  -0.012
C: 1.913 -1.853 0.055  0.031
H: -2.176 -1.493 3.744  0.037
H: -0.899 -0.457 4.484  0.023
H: -2.191 0.274 3.494  -0.001
H: 0.794 -2.345 2.722  -0.010
H: -1.662 0.686 1.212  -0.002
H: 2.745 -2.078 0.712  0.003
H: 1.609 -2.808 -0.446  0.004
H: 2.326 -1.182 -0.752  -0.015



Molecular formula: C45H49N2OSi
Method: DFT, ωB97M-V/def2-TZVPD

* HOMO energy: -0.31035 Eh
* net charge: +1
* energy: -60360.807 eV
* ΔE to the lowest compared entry with this formula, charge and spin: 1.855 eV
* Kohn-Sham gap: 3.604 eV

Last column: Mulliken charge in e.
Atoms and positions in Å:
C: -0.179 5.012 3.872  -1.112
Si: -1.743 4.939 2.877  0.423
C: -2.884 3.600 3.462  -0.945
C: -2.604 6.578 2.741  -1.152
O: -1.311 4.628 1.296  -0.294
C: -1.232 3.498 0.462  1.882
C: -0.621 2.308 1.235  -0.243
C: -1.283 1.091 1.423  -0.121
C: -0.542 -0.021 1.843  -1.213
C: 0.761 0.142 2.305  0.245
C: 1.337 1.412 2.344  -1.406
C: 0.651 2.505 1.795  -0.665
C: -2.592 3.265 -0.254  0.339
C: -3.565 4.271 -0.306  -0.381
C: -4.795 4.018 -0.929  -1.122
C: -5.030 2.787 -1.546  -0.742
C: -4.031 1.810 -1.556  -1.322
C: -2.805 2.064 -0.931  -0.048
C: -0.223 3.955 -0.643  -0.685
C: -0.663 5.205 -1.436  -0.846
C: -0.837 4.774 -2.893  -0.740
C: -0.260 3.355 -3.015  -0.752
N: -0.057 2.919 -1.637  0.404
C: 0.493 1.724 -1.333  1.525
C: 0.598 0.632 -2.175  -1.130
C: 1.832 -0.110 -2.252  0.683
C: 2.114 -0.981 -3.335  -0.489
C: 3.355 -1.598 -3.462  -0.847
C: 4.352 -1.391 -2.498  -0.549
C: 4.105 -0.514 -1.433  -0.784
C: 2.873 0.117 -1.311  -0.424
H: -0.459 5.193 4.918  0.412
H: 0.410 4.089 3.815  0.325
H: 0.449 5.840 3.522  0.288
H: -3.393 3.972 4.360  0.517
H: -3.639 3.348 2.710  0.283
H: -2.334 2.689 3.720  0.231
H: -2.886 6.948 3.736  0.397
H: -1.947 7.313 2.259  0.332
H: -3.511 6.481 2.132  0.293
H: -2.353 0.993 1.229  0.739
H: -1.006 -1.010 1.837  0.475
H: 1.329 -0.721 2.658  0.158
H: 2.321 1.573 2.794  0.437
H: 1.123 3.493 1.749  0.882
H: -3.370 5.249 0.147  0.344
H: -5.564 4.796 -0.931  0.449
H: -5.990 2.591 -2.029  0.417
H: -4.184 0.841 -2.034  0.455
H: -2.002 1.324 -0.954  0.501
H: 0.750 4.165 -0.154  0.922
H: -1.559 5.685 -1.031  0.190
H: 0.170 5.914 -1.354  0.489
H: -1.904 4.759 -3.165  0.286
H: -0.329 5.453 -3.591  0.350
H: -0.954 2.684 -3.545  0.298
H: 0.697 3.339 -3.576  0.405
H: 0.897 1.643 -0.324  -0.717
H: -0.242 0.399 -2.832  0.283
H: 1.344 -1.123 -4.096  0.595
H: 3.550 -2.253 -4.309  0.402
H: 5.331 -1.858 -2.606  0.429
H: 4.874 -0.311 -0.688  0.447
H: 2.727 0.849 -0.515  0.339
C: -0.537 -8.649 0.181  -1.464
C: -0.280 -7.425 -0.584  0.213
N: -0.375 -7.391 -1.928  0.106
C: -0.108 -6.112 -2.423  -0.552
C: 0.167 -5.283 -1.310  0.742
C: 0.265 -3.906 -1.499  -0.420
C: 0.083 -3.392 -2.791  -0.469
C: -0.136 -4.237 -3.899  -0.749
C: -0.259 -5.628 -3.715  -0.860
C: 0.088 -6.129 -0.122  0.847
C: 0.299 -5.740 1.201  -1.001
C: 1.296 -4.826 1.624  1.040
C: 2.403 -4.463 0.809  -0.457
C: 3.327 -3.523 1.235  -0.456
C: 3.197 -2.913 2.491  0.961
C: 4.124 -1.803 2.889  -1.454
C: 2.190 -3.359 3.359  -0.538
C: 1.264 -4.295 2.943  -1.056
H: -0.079 -8.569 1.168  0.369
H: -1.617 -8.800 0.304  0.323
H: -0.139 -9.526 -0.339  0.438
H: -0.642 -8.190 -2.491  0.254
H: 0.421 -3.259 -0.635  0.679
H: 0.131 -2.310 -2.936  0.340
H: -0.214 -3.811 -4.903  0.431
H: -0.464 -6.328 -4.529  0.385
H: -0.308 -6.208 1.978  0.510
H: 2.520 -4.953 -0.155  0.516
H: 4.146 -3.235 0.575  0.419
H: 3.948 -1.518 3.935  0.325
H: 5.179 -2.098 2.770  0.471
H: 3.951 -0.913 2.261  0.201
H: 2.136 -2.929 4.363  0.375
H: 0.467 -4.617 3.612  0.391